Entry 1:
Entry from the OMol25 dataset: a molecular structure, C39H29CuN6O3P (wB97M-V/def2-TZVPD).

```
79
Properties=species:S:1:pos:R:3
Cu -0.19562 0.15680 -0.05812
P -0.87106 -0.79810 2.02071
O 1.67941 0.18612 0.63950
O 0.60172 2.06155 1.04123
O -3.12379 2.45825 0.97762
N -4.28211 1.31727 -2.08504
N 1.95250 -1.72773 -1.45894
N 0.38068 0.51012 -2.01599
N 1.93887 3.82500 -8.02916
N -1.92024 0.38804 -0.86803
N 4.63314 -1.11506 -0.98193
C -3.15315 0.32102 -0.11935
C -2.41901 -0.40196 2.91143
C -1.07288 -5.29347 1.04465
C 0.39143 2.57193 -6.69583
C -1.17860 -2.98505 0.39384
C 2.49775 -0.59083 -1.88165
C 0.97002 1.78467 -4.38958
C 1.56557 -1.29155 3.30137
C -3.13103 1.26258 1.10830
C 1.58578 0.35678 -2.57211
C 0.18492 0.39002 4.32308
C -3.01858 1.63535 -2.59107
C 1.16893 0.61750 5.27536
C -0.92343 -2.59249 1.70761
C -1.90935 1.12887 -2.00680
C -1.25739 -4.33120 0.06403
C 2.85640 1.88914 1.83982
C 2.53987 3.09899 -5.82674
C 2.80507 3.74861 -7.02163
C -3.77658 -0.62978 4.89571
C 2.34477 -0.11665 5.24884
C 1.92494 0.98964 -3.74987
C 0.75609 3.24071 -7.85372
C -0.57418 1.19935 -2.64990
C 4.07623 -2.23494 -0.53395
C -2.68290 -1.00969 4.13642
C 1.63274 1.37642 1.12869
C -3.26326 0.61384 2.46310
C 3.83785 -0.29802 -1.66073
C -0.29774 1.86530 -3.83983
C -4.34026 1.02143 3.24580
C -4.34782 0.68593 -0.98591
C -4.60241 0.39773 4.45430
C 0.36741 -0.57920 3.34038
C 2.54316 -1.06916 4.25735
C -0.73281 -3.56792 2.68566
C -0.80873 -4.91069 2.35449
C 1.30198 2.49257 -5.64907
C 2.74619 -2.54531 -0.78384
H -0.72896 0.96990 4.35071
H 3.11194 0.05962 5.99188
H -5.44705 0.71270 5.05297
H 3.28133 3.08790 -5.03830
H -1.12731 -6.34407 0.78965
H 2.89802 0.82526 -4.19327
H 3.46616 -1.63360 4.22157
H 4.70710 -2.90926 0.03338
H -1.31134 -2.23212 -0.37790
H 2.31093 -3.47236 -0.42574
H -2.99881 2.20823 -3.50356
H 4.27034 0.63278 -2.01185
H 3.69360 1.20379 1.73293
H 2.61844 2.01244 2.89739
H -3.29386 -0.70135 0.26126
H -5.33102 0.38449 -0.62650
H -3.97343 -1.12156 5.83938
H -2.01466 -1.77294 4.51474
H 3.76199 4.23480 -7.17573
H -1.45377 -4.62302 -0.95927
H 0.06276 3.30614 -8.68480
H 1.01453 1.37235 6.03534
H -1.06496 2.45458 -4.31981
H -4.96745 1.82901 2.89027
H -0.58019 2.10078 -6.62467
H -0.49967 -3.28050 3.70332
H -0.65592 -5.66257 3.11810
H 3.11311 2.87085 1.44283
H 1.73771 -2.01502 2.51518
```

As for the gap between HOMO and LUMO (alpha / beta): 6.54 / 6.46 eV. As for the energy above the lowest of the compared OMol25 structures with the same formula, charge and spin: 0.000 eV. Its total charge is 0. The expectation value of S² is 0.754. Its spin multiplicity is 2. The value obtained for the HOMO energy (alpha / beta) is -6.9 / -6.8 eV.



Entry 2:
Entry from the OMol25 dataset: 8 unconnected molecules or ions with the total composition C39H30BF4O25 in a non-equilibrium geometry (wB97M-V/def2-TZVPD).

```
99
Properties=species:S:1:pos:R:3
F -1.02006 -0.11645 -0.06213
F 0.52300 1.23510 0.64522
F -1.04928 1.94273 -0.78456
F -1.59177 1.57386 1.45255
O 4.76500 -0.06731 -7.15387
O 3.61103 -2.19803 -4.27647
O -7.56686 -5.16443 -2.64463
O -5.22345 -4.89525 -4.36454
O -1.41121 -1.61860 2.58441
O -3.47980 -0.60707 1.47630
O 1.62440 -1.52366 -2.51999
O 3.84812 1.11606 1.49696
O 8.79640 0.18321 -1.15319
O 2.34891 -1.11390 -7.69104
O 2.79686 1.88002 -3.15060
O -6.58539 -3.29333 4.00050
O 1.40853 6.68854 5.65808
O -0.66527 1.70610 3.98360
O 4.52722 -3.09952 0.94232
O 6.76035 -3.26751 -0.65633
O 0.24311 1.15133 -3.93252
O 6.31976 0.34765 2.89591
O -3.43180 -1.41574 -1.47534
O -0.40419 2.38049 6.71429
O 6.34077 0.64102 -2.60289
O -5.72331 -1.27631 -0.22006
O 0.96318 6.17105 2.99894
O -6.00090 4.76096 0.70365
O -4.30403 -4.32144 5.39349
C -5.04642 -1.80584 2.81428
C 3.72636 0.11450 -6.37973
C 1.32849 0.81779 -4.71723
C 6.30776 0.33557 1.55795
C -6.59034 -3.26377 -1.21798
C 1.22282 0.02415 -5.92375
C 4.99061 0.70403 0.88121
C -4.89295 2.80299 -0.05520
C 3.81607 1.02999 -5.06518
C 7.62566 0.22146 -0.55236
C 0.44692 4.00702 3.38332
C 0.72966 5.30754 3.82358
C -4.86921 3.52739 2.47601
C -3.70530 -1.42943 2.31711
C -0.13625 2.87061 4.35857
C 6.38560 0.48385 -1.29154
C 7.52979 0.17067 0.93994
C -4.21942 -3.56766 4.41492
C 2.41064 -0.36763 -6.76108
C 0.91602 5.56039 5.22663
C 0.41102 4.52367 6.20922
C 2.67569 1.36563 -4.28792
C -4.38417 -2.35833 -1.73164
C -2.79966 -3.20786 4.01238
C 5.18306 0.56714 -0.66456
C -5.36122 3.76708 1.06630
C 3.11721 -2.18004 -0.57269
C -5.29145 -2.94323 3.75839
C 3.92089 -2.25961 -3.06465
C 2.88229 -1.95496 -2.08909
C 5.54404 -2.80285 -1.06978
C 5.23553 -2.53154 -2.63794
C -5.59740 -2.20516 -0.99027
C -4.30067 -3.33909 -2.90693
C -0.07964 3.19968 5.83660
C 4.39047 -2.67648 -0.15952
C -2.55877 -2.11400 2.94474
C -5.32028 -4.19893 -3.26144
C -6.45963 -4.27675 -2.37272
B -0.78285 1.18579 0.34525
H 4.56861 -0.74866 -7.69372
H -3.31289 -3.42574 -3.36204
H -3.88709 4.22046 2.74312
H 8.89887 0.09370 -2.00387
H -8.13406 -4.93023 -1.98017
H 4.25199 0.81374 -1.24320
H -5.92012 -1.21026 2.34744
H 1.96942 7.07892 4.82239
H 0.44396 3.76489 2.25413
H 0.97971 -1.28468 -1.86317
H 8.32394 -0.00462 1.47473
H -5.34779 1.89593 0.38674
H -1.77401 -3.81349 4.53032
H 0.34351 -0.32732 -6.52197
H 0.38828 1.55849 -3.12635
H -3.87311 2.66136 0.13698
H -1.34707 -1.06172 1.75988
H -5.43520 3.80005 3.16642
H -3.64637 -0.99077 -0.66329
H -5.03267 3.41660 -0.91741
H 4.74447 1.51250 -4.86838
H 0.47451 4.78476 7.37738
H -7.52694 -3.03629 3.45059
H 2.28903 -2.08595 0.04230
H -7.62552 -3.17435 -0.61869
H 3.00128 1.08594 1.00105
H -0.69423 1.63843 2.97727
H -4.44104 2.47912 2.67690
H 6.65418 -2.95290 0.20899
H 5.84610 -2.66125 -3.34562
```

As for the gap between HOMO and LUMO: 5.61 eV. As for the energy above the lowest of the compared OMol25 structures with the same formula, charge and spin: 4.392 eV. Its total charge is -1. Its spin multiplicity is 1. The value obtained for the HOMO energy is -6.6 eV.



Entry 3:
Entry from the OMol25 dataset: a molecular structure, C39H30BrN3OPPdS in a non-equilibrium geometry (wB97M-V/def2-TZVPD).

```
77
Properties=species:S:1:pos:R:3
Pd 0.08810 -0.84648 -0.56608
Br -7.02510 -0.23568 -2.83616
S -1.34828 -1.51537 1.70685
P 1.52561 1.12138 -0.45060
O -1.18937 0.41215 -1.60311
N -0.85266 -0.70292 4.18075
N -1.15425 -2.41411 -1.21962
N 1.35679 -2.42062 -0.18209
C -0.13778 1.82532 1.61003
C 0.62925 -6.03873 -0.00415
C 5.36097 2.47022 -0.11592
C -3.09671 -1.05599 -1.72242
C -1.78816 -0.90476 3.21058
C 3.24857 -3.52065 0.76053
C -1.12143 -0.17543 5.40252
C 2.57475 -2.37700 0.31967
C -5.16939 -0.08029 -2.48522
C 2.62501 -4.73525 0.67070
C 1.71563 2.01160 -4.97267
C -1.21829 -4.86560 -1.01397
C -1.16916 2.48743 2.25313
C 1.32190 -4.82001 0.13761
C -1.89065 3.45941 1.57416
C -4.47775 -1.14786 -1.98929
C -1.56324 3.77875 0.26584
C -2.38850 0.18272 5.72849
C -3.41239 -0.02597 4.77586
C 0.70654 -3.61695 -0.28479
C -3.18138 1.26309 -2.44759
C 5.36681 3.16053 1.08796
C -3.11973 -0.55552 3.55181
C -0.61100 -6.05193 -0.58111
C 3.04073 2.63282 1.40420
C -2.41956 0.19574 -1.90404
C -0.59947 -3.64380 -0.84135
C -2.43871 -2.23614 -1.29074
C 4.19992 1.85957 -0.55945
C 1.58632 0.70791 -4.51866
C 1.55388 0.45003 -3.15714
C 0.19880 2.14349 0.29185
C 3.02571 1.95065 0.18983
C 4.20664 3.23933 1.84495
C 1.63134 1.49629 -2.23665
C 1.83623 3.05381 -4.06501
C -0.52048 3.12631 -0.37555
C -4.51486 1.13535 -2.73132
C 1.80458 2.79804 -2.70364
H 1.91544 3.61286 -1.99744
H 1.50385 -0.10877 -5.22368
H -3.87961 -0.72345 2.80401
H 2.13841 2.72080 1.99384
H 1.47979 -0.57425 -2.82003
H -2.18166 -4.91525 -1.50246
H 1.95534 4.06874 -4.42106
H -2.12841 4.53586 -0.26241
H 4.20870 3.77878 2.78284
H 0.42452 1.05481 2.12735
H -1.42913 2.23964 3.27554
H 0.08974 -0.98493 3.95242
H -0.28671 -0.06527 6.07913
H -2.60477 0.61428 6.69353
H 6.26369 2.40869 -0.70924
H 1.09763 -6.95503 0.33060
H -4.98971 -2.08762 -1.82090
H -0.28205 3.36058 -1.40357
H 1.73235 2.21409 -6.03565
H -1.13555 -6.98856 -0.71428
H -2.67095 2.20256 -2.61309
H 4.25188 -3.42645 1.14989
H 6.27242 3.64050 1.43436
H -4.43070 0.24198 5.02504
H -3.09646 -3.05698 -1.00642
H 3.04732 -1.40522 0.35295
H -5.07567 1.96887 -3.13195
H -2.70945 3.96536 2.06932
H 3.12693 -5.64129 0.98683
H 4.19706 1.32977 -1.50441
```

As for the gap between HOMO and LUMO (alpha / beta): 6.20 / 6.19 eV. As for the energy above the lowest of the compared OMol25 structures with the same formula, charge and spin: 0.820 eV. Its total charge is +1. Its spin multiplicity is 1. The value obtained for the HOMO energy (alpha / beta) is -9.8 / -9.8 eV.



Entry 4:
Entry from the OMol25 dataset: a molecular structure, C39H30Cl3F2GeN11O7V in a non-equilibrium geometry (wB97M-V/def2-TZVPD).

```
94
Properties=species:S:1:pos:R:3
Ge 2.04011 3.46814 -0.89856
V 1.62081 1.36124 0.33494
Cl 3.60711 4.89454 -0.25376
Cl 0.43121 4.90924 -1.54276
Cl 2.94351 3.22054 -3.02306
F 0.12771 0.75684 -4.87566
F 2.37311 -2.86046 -2.94456
O 2.79601 0.91664 4.09674
O 5.23921 1.40994 4.69094
O 2.17191 3.09174 1.67824
O 7.12681 1.67614 3.55064
O 0.22281 4.10484 1.49204
O -4.89259 -1.60436 -0.79086
O 1.56681 0.72144 2.25864
N -0.41599 -3.14716 -0.10186
N -7.07039 -1.63176 -1.04176
N -6.64109 -2.89866 -1.08156
N -2.37189 2.60424 0.29684
N -0.38879 1.72144 0.38884
N -2.25429 2.10834 1.53404
N -0.33219 -3.09216 1.23434
N 5.79461 1.57554 1.10504
N 2.33401 -1.22576 0.65884
N 3.69361 1.17014 0.64284
N -0.48599 -1.02846 0.40354
C 2.11431 -0.84906 -1.66856
C -4.78569 1.22794 -0.49616
C -4.41749 -3.97526 -0.90086
C -6.02549 -0.87076 -0.86356
C 3.84221 1.15824 1.99894
C 1.53051 0.43154 -1.51036
C 2.81481 -1.49366 -0.55386
C -7.17599 1.28764 -0.88906
C -7.14729 2.66444 -0.79076
C -2.12059 -4.71336 -0.81696
C -1.24389 2.36794 -0.38196
C 5.16211 1.40824 2.31434
C 1.29181 3.91554 2.06634
C 3.88531 -2.37626 -0.73336
C 5.92391 1.51164 3.57764
C 0.78821 0.21854 -3.82616
C -5.95359 3.32014 -0.54256
C -3.91879 -6.31526 -0.82756
C 4.39201 -3.04426 0.36424
C -0.64339 -4.38406 -0.79186
C 1.65571 4.70474 3.32434
C -1.05659 1.59074 1.56114
C -3.50109 3.39034 -0.10936
C 1.96121 -1.55976 -2.86146
C -4.85369 -5.29916 -0.88936
C 0.86791 0.92174 -2.64076
C 2.83431 -1.85436 1.70694
C 3.84491 -2.79706 1.61414
C -0.36829 -1.80846 1.49954
C 4.87871 1.43404 0.12434
C -5.34699 -2.87336 -0.93186
C 5.20941 1.51584 -1.31306
C -4.76539 2.60794 -0.38896
C -2.56149 -6.03026 -0.78236
C -5.99119 0.56664 -0.74576
C 1.31721 -1.05256 -3.96926
C 2.64191 0.93054 2.85854
C -0.51799 -1.89276 -0.58206
C -3.05359 -3.69326 -0.87276
H -0.26229 -4.28966 -1.81476
H 5.17671 2.55104 -1.65536
H 2.49671 5.35854 3.10114
H -0.31839 -1.42186 2.49564
H -3.70049 4.11044 0.69064
H -3.87639 0.65394 -0.38106
H -5.91249 -5.50306 -0.92306
H 1.22441 -1.61986 -4.88036
H -3.20789 3.95194 -1.00206
H 5.19571 -3.75496 0.23764
H -2.73779 -2.66106 -0.88896
H -0.08859 -5.17236 -0.27876
H 1.96351 4.01144 4.10394
H 4.31051 -2.54006 -1.71126
H -0.60559 -1.65886 -1.62626
H -0.63519 1.11864 2.42554
H 0.41141 1.90094 -2.64156
H 6.20851 1.12734 -1.49716
H -8.05609 3.23394 -0.90976
H 6.76671 1.83824 1.01994
H 4.47441 0.96464 -1.89646
H 0.80551 5.29684 3.65094
H 4.19011 -3.31536 2.49464
H 4.23441 1.23874 4.53524
H -1.09169 2.70184 -1.39096
H 2.40191 -1.60696 2.66744
H -4.24599 -7.34426 -0.80816
H -5.93429 4.39754 -0.46506
H -1.83989 -6.83226 -0.72036
H -8.09189 0.75114 -1.07376
```

As for the gap between HOMO and LUMO (alpha / beta): 7.58 / 7.50 eV. As for the energy above the lowest of the compared OMol25 structures with the same formula, charge and spin: 0.034 eV. Its total charge is -1. The expectation value of S² is 2.026. Its spin multiplicity is 3. The value obtained for the HOMO energy (alpha / beta) is -6.2 / -6.1 eV.



Entry 5:
Entry from the OMol25 dataset: a molecular structure, C39H30N4O2RhSi (wB97M-V/def2-TZVPD).

```
77
Properties=species:S:1:pos:R:3
Rh -1.23574 0.60168 -0.65168
Si 1.84384 -0.21427 0.86370
O 0.66721 0.48289 -0.00759
O -2.46719 -0.84971 0.59231
N -0.71300 2.57342 -1.66757
N -3.24026 1.69094 -1.08434
N -0.26362 -3.35829 -2.03847
N -0.89395 -1.28142 -1.77492
C -3.25272 -4.83407 0.64419
C -0.41532 -0.95215 4.29396
C -2.66266 5.66365 -2.25516
C 0.05843 -1.33084 -2.74599
C 5.64891 1.52254 1.03630
C 0.54524 -1.37968 5.19845
C 3.16618 -4.19529 -1.24984
C -1.73626 3.44551 -1.77333
C -4.45828 1.26100 -0.81966
C 1.87922 -1.43368 4.81314
C 4.62294 0.58911 0.96560
C 3.28612 0.98476 0.91544
C 3.59662 -2.96645 -1.73725
C 3.21412 -1.79552 -1.09861
C 1.28756 -0.64253 2.59811
C -1.08599 -2.52505 -1.34620
C 2.24264 -1.06575 3.52693
C 4.02814 3.29402 1.01147
C -2.34508 -4.35130 -0.27937
C 5.35236 2.87707 1.05885
C 3.00936 2.35522 0.94060
C 0.46959 -2.62145 -2.91510
C -4.14789 3.86096 -1.61728
C -3.91375 5.22009 -2.01522
C -3.65277 -2.62888 1.48707
C 0.81752 4.31184 -2.22041
C 2.35901 -4.24186 -0.12153
C -3.91137 -3.96110 1.53609
C -5.43537 3.37190 -1.33452
C 2.40238 -1.81750 0.03998
C -3.07225 2.97447 -1.48584
C -0.04309 -0.58755 3.00573
C -1.53759 4.78220 -2.13422
C -2.03461 -2.99606 -0.36072
C -0.21389 5.20363 -2.36250
C -5.59418 2.06961 -0.93905
C 1.98576 -3.06282 0.51467
C 0.52179 2.98962 -1.86416
C -2.70048 -2.08199 0.55448
H -1.45462 -0.89341 4.59396
H -6.56837 1.66124 -0.71278
H 3.29035 -1.10473 3.24520
H 3.79241 4.35094 1.03822
H 2.04731 -5.19798 0.28324
H 3.57280 -0.84537 -1.48200
H 0.25963 -1.66155 6.20367
H 6.14989 3.60675 1.11568
H -6.28825 4.03227 -1.42942
H 6.67924 1.19239 1.07346
H -1.89690 -5.05337 -0.96963
H -4.76581 5.88072 -2.10900
H 0.41546 -0.44232 -3.23654
H 1.23251 -3.05414 -3.53580
H -0.02481 6.23330 -2.63924
H -4.12456 -1.91995 2.15434
H 1.84612 4.60485 -2.37405
H -3.47175 -5.89257 0.67279
H 1.38133 -3.11596 1.41492
H 2.63481 -1.75671 5.51780
H -4.54034 0.23269 -0.49208
H 1.30062 2.25260 -1.70857
H 1.97759 2.68969 0.90491
H 3.47969 -5.11183 -1.73435
H -4.61760 -4.36086 2.25073
H -2.48310 6.69104 -2.54436
H -0.11567 -4.33476 -1.84950
H 4.24444 -2.92473 -2.60450
H 4.87393 -0.46680 0.94268
H -0.80400 -0.24236 2.31367
```

As for the gap between HOMO and LUMO (alpha / beta): 7.63 / 5.47 eV. Its total charge is +1. The expectation value of S² is 6.053. Its spin multiplicity is 5. The value obtained for the HOMO energy (alpha / beta) is -10.6 / -10.7 eV.